P.
Entry from the OMol25 dataset: the molecule C5H13N3O (ωB97M-V/def2-TZVPD).

Positions of all 22 atoms, in Å:
C1 -0.5302 0.2580 0.5867
C2 -2.9169 0.2602 -0.2377
C3 2.3454 -0.1901 -1.2481
C4 -1.8400 1.0704 0.3750
C5 1.8370 -0.2475 0.1968
N1 -0.6652 -0.9720 1.3879
N2 2.6753 0.2209 1.2152
N3 0.6043 0.6359 0.1129
O1 0.8501 1.7305 -0.5139
H1 -3.4579 -0.2933 0.4884
H2 -3.6479 0.8511 -0.6956
H3 -2.7853 -0.5323 -1.0435
H4 2.2798 0.7801 -1.6402
H5 3.3404 -0.5741 -1.3301
H6 1.7903 -0.8753 -1.9389
H7 -1.5341 2.0361 -0.2409
H8 -2.2453 1.4049 1.3019
H9 1.5920 -1.2573 0.5968
H10 0.0244 -1.7214 1.2967
H11 -1.5634 -1.1311 1.8946
H12 2.1482 0.4203 2.0458
H13 3.3470 1.0148 0.8852

Summary:
SMILES: CC/C(N)=[N+](\[O-])[C@@H](C)N
Orbital gap in Ha: 0.3071
HOMO in eV: -7.6
Lowest unoccupied orbital energy in eV: 0.78

These are the Mulliken partial charges, in e, on atoms 1 to 4: 0.4804, -1.1816, -1.4377, -0.4060

Q.
Entry from the OMol25 dataset: the molecule C5H13N3O (ωB97M-V/def2-TZVPD).

Positions of all 22 atoms, in Å:
C1 1.6699 -0.3639 -1.2298
C2 -1.7165 -0.4340 -1.5608
C3 -0.4762 -1.8767 -0.0842
C4 0.0263 1.8785 2.3983
N1 0.4300 0.3180 -0.9105
N2 -0.7020 -0.5177 -0.5310
N3 0.5821 1.2621 0.1147
C5 0.5857 0.8282 1.4550
O1 1.1950 -0.1383 1.8414
H1 0.0436 2.0999 -0.0764
H2 2.3704 0.3986 -1.5680
H3 1.4745 -1.0474 -2.0565
H4 2.1104 -0.8957 -0.3832
H5 -1.8409 0.6076 -1.8506
H6 -1.4656 -1.0135 -2.4508
H7 -2.6694 -0.8207 -1.1716
H8 -1.4132 -2.2661 0.3111
H9 0.2519 -1.8805 0.7216
H10 -0.1384 -2.5327 -0.8933
H11 -1.0553 1.7713 2.4651
H12 0.4617 1.7375 3.3945
H13 0.2759 2.8854 2.0648

Summary:
SMILES: CC(=O)NN(C)N(C)C
Orbital gap in Ha: 0.3463
HOMO in eV: -8.5
Lowest unoccupied orbital energy in eV: 0.94

These are the Mulliken partial charges, in e, on atoms 1 to 4: -0.8700, -0.8590, -1.0207, -1.1989

Stability verdict: Q, ahead by 118.1 kJ/mol